Formula: C3H9NO3
Source: OMol25
Level of theory: ωB97M-V with the def2-TZVPD basis set

Geometry (Å):
N (0.352, -2.384, -1.111)
C (1.151, -1.359, -0.734)
O (2.319, -1.272, -1.067)
C (0.540, -0.285, 0.162)
C (0.566, 1.095, -0.462)
O (-0.349, 1.949, 0.264)
H (0.661, -3.054, -1.793)
H (-0.634, -2.359, -0.922)
H (-0.464, -0.605, 0.446)
H (1.117, -0.355, 1.087)
H (1.580, 1.465, -0.376)
H (0.213, 1.098, -1.483)
H (0.174, 2.520, 0.832)
O (-2.542, 1.301, 2.091)
H (-2.110, 1.819, 1.394)
H (-2.575, 0.426, 1.674)

Properties
SMILES: NC(=O)CCO.O
Largest force on an atom, eV/Å: 1.48
Orbital gap, eV: 10.5
HOMO, eV: -10.0
Net charge: 0
Spin multiplicity: 1
LUMO, eV: 0.541
Relative energy (zero: lowest compared OMol25 entry of this formula, charge and spin), kJ/mol: 77.29



Formula: C12H17N5Tl
Source: OMol25
Level of theory: ωB97M-V with the def2-TZVPD basis set

Geometry (Å):
Tl (-1.305, 1.743, -2.309)
C (-1.770, 2.121, 0.916)
N (-1.707, 2.079, 2.359)
C (-0.324, 1.854, 2.765)
N (0.170, 0.593, 2.222)
C (0.104, 0.637, 0.778)
N (-1.277, 0.866, 0.298)
C (-2.105, -0.237, 0.835)
N (-2.054, -0.291, 2.281)
C (-2.530, 0.972, 2.834)
C (-0.675, -0.491, 2.710)
H (-1.158, 2.957, 0.556)
H (-2.811, 2.274, 0.612)
H (-0.265, 1.831, 3.855)
H (0.298, 2.673, 2.394)
H (0.460, -0.314, 0.373)
H (0.746, 1.440, 0.409)
H (-1.738, -1.185, 0.430)
H (-3.142, -0.091, 0.519)
H (-2.481, 0.930, 3.923)
H (-3.566, 1.136, 2.532)
H (-0.305, -1.443, 2.321)
H (-0.638, -0.516, 3.801)
N (0.664, 0.371, -2.460)
C (1.465, -0.569, -2.774)
C (2.810, -0.322, -3.241)
C (3.645, -1.355, -3.561)
C (3.221, -2.682, -3.437)
C (1.918, -2.961, -3.016)
C (1.056, -1.955, -2.687)
H (3.118, 0.708, -3.329)
H (4.641, -1.143, -3.921)
H (3.897, -3.489, -3.673)
H (1.591, -3.988, -2.958)
H (0.047, -2.152, -2.358)

Properties
Largest force on an atom, eV/Å: 1.48
Orbital gap (spin up / spin down), eV: 5.9 / 5.8
HOMO (spin up / spin down), eV: -11.5 / -11.5
Net charge: +1
Spin multiplicity: 1
LUMO (spin up / spin down), eV: -5.593 / -5.683
Relative energy (zero: lowest compared OMol25 entry of this formula, charge and spin), kJ/mol: 25.41



Formula: C40H29BrCl2N4O4SY
Source: OMol25
Level of theory: ωB97M-V with the def2-TZVPD basis set

Geometry (Å):
Y (1.404, 0.482, -2.028)
C (-5.439, 0.889, 10.329)
O (-5.030, -0.256, 9.591)
C (-4.371, -0.056, 8.430)
C (-4.066, 1.197, 7.907)
C (-3.383, 1.283, 6.701)
C (-2.998, 0.145, 6.006)
C (-3.312, -1.105, 6.546)
C (-3.988, -1.207, 7.738)
C (-2.276, 0.202, 4.731)
N (-1.888, -0.845, 4.038)
C (-1.266, -0.330, 2.933)
C (-1.272, 1.037, 2.947)
N (-1.923, 1.373, 4.110)
C (-0.694, 1.833, 1.912)
C (-0.667, 3.236, 1.888)
C (-0.096, 3.887, 0.828)
C (0.438, 3.129, -0.217)
N (0.438, 1.809, -0.212)
C (-0.107, 1.146, 0.837)
C (-0.073, -0.309, 0.817)
N (0.526, -0.915, -0.236)
C (0.585, -2.233, -0.259)
C (0.054, -3.042, 0.747)
C (-0.576, -2.445, 1.806)
C (-0.650, -1.046, 1.856)
H (-5.941, 0.514, 11.213)
H (-6.133, 1.501, 9.750)
H (-4.579, 1.491, 10.627)
H (-4.351, 2.102, 8.421)
H (-3.160, 2.274, 6.320)
H (-3.014, -1.995, 6.007)
H (-4.237, -2.170, 8.165)
H (-2.115, 2.299, 4.452)
H (-1.101, 3.801, 2.704)
H (-0.063, 4.966, 0.778)
H (0.862, 3.608, -1.090)
H (1.066, -2.680, -1.120)
H (0.139, -4.117, 0.670)
H (-1.017, -3.019, 2.611)
Cl (8.976, 0.086, -0.870)
C (7.246, 0.188, -0.890)
C (6.557, 0.329, 0.328)
C (5.192, 0.424, 0.348)
Cl (4.350, 0.596, 1.849)
C (4.428, 0.404, -0.849)
O (3.148, 0.546, -0.822)
C (5.147, 0.212, -2.053)
C (4.459, 0.020, -3.290)
O (3.229, -0.021, -3.456)
C (6.555, 0.121, -2.060)
H (7.113, 0.363, 1.255)
H (5.093, -0.138, -4.174)
H (7.079, -0.013, -2.999)
Br (-1.094, 4.954, -6.731)
C (-0.374, 3.820, -5.400)
C (0.984, 3.859, -5.131)
C (1.496, 3.009, -4.156)
C (0.704, 2.109, -3.428)
C (-0.665, 2.132, -3.738)
C (-1.215, 2.963, -4.709)
H (1.627, 4.541, -5.673)
H (2.568, 3.062, -3.973)
H (-1.358, 1.473, -3.210)
H (-2.276, 2.950, -4.923)
C (1.055, -0.915, -5.727)
S (1.165, -2.006, -4.318)
O (0.429, -1.257, -3.198)
C (0.037, -3.252, -4.861)
C (0.569, -4.418, -5.388)
C (-0.300, -5.389, -5.866)
C (-1.671, -5.187, -5.792)
C (-2.187, -4.018, -5.240)
C (-1.331, -3.036, -4.771)
H (0.003, -0.701, -5.910)
H (1.511, -1.421, -6.578)
H (1.604, -0.009, -5.475)
H (1.642, -4.569, -5.424)
H (0.095, -6.304, -6.286)
H (-2.345, -5.949, -6.160)
H (-3.257, -3.872, -5.177)
H (-1.711, -2.122, -4.330)

Properties
Largest force on an atom, eV/Å: 1.47
Orbital gap, eV: 7.1
HOMO, eV: -10.0
Net charge: +1
Spin multiplicity: 1
LUMO, eV: -2.916
Relative energy (zero: lowest compared OMol25 entry of this formula, charge and spin), kJ/mol: 32.93



Formula: C2H3ClS
Source: OMol25
Level of theory: ωB97M-V with the def2-TZVPD basis set

Geometry (Å):
C (-0.272, -0.147, 0.979)
C (-0.922, -0.229, -0.282)
S (-1.862, -0.413, 1.279)
Cl (-0.767, -1.581, -1.289)
H (2.386, 0.949, 0.496)
H (2.714, 0.717, -0.224)
H (-1.277, 0.704, -0.959)

Properties
Largest force on an atom, eV/Å: 4.65
Orbital gap, eV: 8.4
HOMO, eV: -9.2
Net charge: 0
Spin multiplicity: 1
LUMO, eV: -0.750
Relative energy (zero: lowest compared OMol25 entry of this formula, charge and spin), kJ/mol: 389.22



Formula: C53H58BF9N3O9S
Source: OMol25
Level of theory: ωB97M-V with the def2-TZVPD basis set

Geometry (Å):
C (-1.443, 5.226, 3.105)
C (-1.073, 3.776, 3.410)
O (-1.115, 2.998, 2.206)
C (-1.800, 1.767, 2.317)
C (-1.468, 0.930, 1.083)
C (-1.654, 1.723, -0.213)
C (-2.872, 1.348, -1.048)
C (-4.248, 1.400, -0.388)
C (-4.983, 0.078, -0.324)
O (-5.759, -0.215, 0.525)
O (-4.693, -0.760, -1.377)
C (-4.739, -2.146, -1.078)
C (-3.493, -2.654, -0.415)
O (-5.686, -2.792, -1.360)
C (-2.584, 2.097, -2.400)
B (-3.404, 1.334, -3.567)
O (-2.832, 0.103, -3.903)
N (-4.611, 1.697, -4.239)
C (-4.507, 1.919, -5.686)
C (-5.606, 2.536, -3.572)
C (-2.491, 3.682, -2.350)
C (-3.380, 4.361, -1.285)
C (-2.695, 4.388, -3.705)
C (-1.718, 4.050, -4.828)
C (-1.118, 1.654, -2.464)
N (-0.396, 1.588, -3.582)
C (0.220, 0.578, -4.058)
C (1.053, 0.783, -5.283)
C (0.123, -0.812, -3.517)
N (-0.610, 1.514, -1.261)
C (0.787, 1.245, -0.943)
C (1.346, 2.279, 0.037)
C (2.497, 1.751, 0.869)
F (2.714, 2.612, 1.875)
F (2.153, 0.555, 1.403)
C (3.797, 1.543, 0.021)
F (3.932, 2.583, -0.807)
F (3.572, 0.453, -0.732)
S (5.452, 1.322, 0.946)
F (5.326, 2.824, 1.436)
F (4.685, 0.813, 2.239)
F (5.597, -0.172, 0.462)
F (6.235, 1.800, -0.338)
F (6.803, 1.199, 1.717)
H (-0.806, 5.916, 3.658)
H (-2.473, 5.437, 3.392)
H (-1.338, 5.413, 2.036)
H (-1.771, 3.350, 4.134)
H (-0.067, 3.708, 3.830)
H (-2.879, 1.935, 2.432)
H (-1.467, 1.225, 3.209)
H (-0.461, 0.529, 1.199)
H (-2.135, 0.061, 1.070)
H (-1.605, 2.783, 0.033)
H (-2.668, 0.305, -1.312)
H (-4.173, 1.723, 0.651)
H (-4.921, 2.107, -0.867)
H (-2.595, -2.167, -0.799)
H (-3.550, -2.460, 0.659)
H (-3.427, -3.726, -0.583)
H (-3.486, -0.597, -3.795)
H (-4.629, 2.978, -5.925)
H (-3.549, 1.559, -6.060)
H (-5.283, 1.366, -6.224)
H (-6.418, 2.750, -4.268)
H (-5.228, 3.490, -3.200)
H (-6.063, 1.988, -2.747)
H (-1.459, 3.919, -2.059)
H (-4.348, 3.889, -1.162)
H (-2.896, 4.423, -0.310)
H (-3.580, 5.386, -1.599)
H (-3.715, 4.283, -4.065)
H (-2.565, 5.454, -3.492)
H (-0.703, 4.354, -4.570)
H (-2.003, 4.615, -5.719)
H (-1.729, 2.998, -5.109)
H (1.805, 0.006, -5.400)
H (1.504, 1.774, -5.279)
H (0.385, 0.746, -6.149)
H (0.166, -1.529, -4.336)
H (1.008, -1.000, -2.897)
H (-0.769, -0.966, -2.914)
H (0.877, 0.221, -0.580)
H (1.351, 1.300, -1.873)
H (1.666, 3.164, -0.510)
H (0.605, 2.614, 0.767)
C (15.972, 2.422, 3.361)
C (15.735, 1.424, 2.421)
C (14.458, 0.919, 2.250)
C (13.411, 1.404, 3.025)
C (13.652, 2.395, 3.979)
C (14.934, 2.906, 4.138)
C (12.557, 2.912, 4.849)
O (12.760, 3.779, 5.670)
C (11.198, 2.319, 4.677)
C (10.168, 2.747, 5.506)
C (8.897, 2.220, 5.356)
C (8.648, 1.266, 4.375)
C (9.671, 0.833, 3.549)
C (10.951, 1.354, 3.700)
C (12.042, 0.855, 2.813)
O (11.819, 0.031, 1.952)
H (16.971, 2.819, 3.487)
H (16.550, 1.042, 1.821)
H (14.257, 0.146, 1.521)
H (15.104, 3.679, 4.875)
H (10.378, 3.492, 6.262)
H (8.096, 2.552, 6.004)
H (7.653, 0.857, 4.257)
H (9.495, 0.090, 2.784)
C (-8.073, -4.885, 2.629)
C (-7.419, -4.403, 1.499)
C (-7.103, -5.261, 0.460)
C (-7.433, -6.609, 0.548)
C (-8.076, -7.094, 1.687)
C (-8.401, -6.227, 2.723)
C (-8.415, -8.542, 1.823)
O (-8.981, -8.960, 2.809)
C (-8.028, -9.451, 0.707)
C (-8.291, -10.810, 0.826)
C (-7.950, -11.672, -0.202)
C (-7.349, -11.181, -1.355)
C (-7.080, -9.828, -1.478)
C (-7.413, -8.959, -0.446)
C (-7.092, -7.511, -0.591)
O (-6.565, -7.078, -1.595)
H (-8.329, -4.211, 3.436)
H (-7.165, -3.353, 1.426)
H (-6.610, -4.893, -0.429)
H (-8.908, -6.618, 3.595)
H (-8.763, -11.177, 1.728)
H (-8.153, -12.731, -0.106)
H (-7.088, -11.857, -2.159)
H (-6.612, -9.432, -2.368)

Properties
Largest force on an atom, eV/Å: 1.21
Orbital gap, eV: 8.0
HOMO, eV: -10.8
Net charge: +1
Spin multiplicity: 1
LUMO, eV: -2.793
Relative energy (zero: lowest compared OMol25 entry of this formula, charge and spin), kJ/mol: 0.00



Formula: C21H39NO15S
Source: OMol25
Level of theory: ωB97M-V with the def2-TZVPD basis set

Geometry (Å):
C (0.982, -0.113, -1.563)
C (-0.066, -0.242, -2.344)
C (-1.226, -0.307, -3.487)
N (-2.488, 0.395, -3.089)
C (-2.257, 1.731, -2.465)
O (-1.284, 2.568, -3.141)
C (-0.468, 3.252, -2.119)
C (-3.342, 0.455, -4.291)
O (-3.502, -0.654, -4.934)
O (-3.959, 1.626, -4.832)
C (-5.403, 1.502, -4.936)
S (-6.163, 2.304, -3.441)
C (-7.191, 1.091, -2.453)
C (-6.363, 0.651, -1.103)
H (2.033, 0.186, -1.175)
H (-0.827, -0.027, -4.534)
H (-1.488, -1.441, -3.554)
H (-2.014, 1.557, -1.338)
H (-3.264, 2.322, -2.470)
H (0.201, 4.037, -2.646)
H (-1.114, 3.806, -1.342)
H (0.225, 2.533, -1.548)
H (-5.798, 0.432, -5.054)
H (-5.744, 2.091, -5.882)
H (-7.559, 0.181, -3.049)
H (-8.117, 1.693, -2.079)
H (-7.042, 0.699, -0.178)
H (-5.438, 1.344, -0.957)
H (-5.990, -0.438, -1.232)
C (-11.691, 3.754, -3.599)
O (-11.250, 2.664, -2.792)
C (-12.243, 1.992, -2.178)
O (-13.424, 2.238, -2.261)
O (-11.690, 0.998, -1.456)
C (-12.633, 0.196, -0.746)
H (-10.810, 4.221, -4.042)
H (-12.337, 3.400, -4.406)
H (-12.207, 4.501, -2.990)
H (-13.316, -0.300, -1.440)
H (-13.186, 0.801, -0.023)
H (-12.078, -0.569, -0.202)
C (1.221, -3.236, 0.040)
O (2.578, -2.813, 0.166)
C (3.233, -3.359, 1.209)
O (2.773, -4.143, 2.005)
O (4.492, -2.877, 1.209)
C (5.310, -3.373, 2.269)
H (0.793, -2.735, -0.829)
H (1.167, -4.316, -0.122)
H (0.644, -2.948, 0.922)
H (5.419, -4.458, 2.195)
H (4.896, -3.091, 3.240)
H (6.298, -2.920, 2.170)
C (9.777, 1.987, 2.905)
O (8.728, 1.021, 2.926)
C (8.020, 0.946, 1.781)
O (8.205, 1.609, 0.788)
O (7.071, 0.004, 1.940)
C (6.237, -0.187, 0.797)
H (10.277, 1.959, 3.875)
H (10.510, 1.743, 2.132)
H (9.374, 2.991, 2.753)
H (6.828, -0.518, -0.061)
H (5.691, 0.730, 0.560)
H (5.513, -0.967, 1.039)
C (8.832, -4.633, 6.403)
O (8.305, -3.335, 6.670)
C (8.876, -2.348, 5.952)
O (9.760, -2.482, 5.138)
O (8.289, -1.188, 6.299)
C (8.799, -0.045, 5.612)
H (8.300, -5.347, 7.035)
H (8.669, -4.909, 5.358)
H (9.895, -4.677, 6.653)
H (8.635, -0.138, 4.539)
H (9.861, 0.094, 5.831)
H (8.256, 0.832, 5.969)

Properties
SMILES: C#CCN(COC)C(=O)OCSCC.COC(=O)OC.COC(=O)OC.COC(=O)OC.COC(=O)OC
Largest force on an atom, eV/Å: 6.57
Orbital gap, eV: 9.5
HOMO, eV: -9.0
Net charge: 0
Spin multiplicity: 1
LUMO, eV: 0.558
Relative energy (zero: lowest compared OMol25 entry of this formula, charge and spin), kJ/mol: 358.01



Formula: C5H11N2
Source: OMol25
Level of theory: ωB97M-V with the def2-TZVPD basis set

Geometry (Å):
C (-2.255, 0.321, -0.042)
N (-0.821, 0.136, 0.094)
C (-0.107, 1.263, -0.114)
C (1.280, 1.227, 0.065)
N (1.985, -0.057, -0.075)
C (1.228, -1.257, -0.278)
C (-0.247, -1.199, 0.208)
H (-2.550, 1.284, -0.369)
H (-2.783, -0.351, -0.864)
H (-2.855, 0.004, 0.791)
H (-0.540, 2.109, -0.396)
H (1.906, 2.098, -0.507)
H (1.613, 1.717, 1.020)
H (2.617, -0.248, 0.687)
H (1.607, -2.211, 0.127)
H (1.093, -1.458, -1.451)
H (-0.971, -1.955, -0.260)
H (-0.201, -1.425, 1.364)

Properties
SMILES: C[N+]1=CCNCC1
Largest force on an atom, eV/Å: 6.76
Orbital gap, eV: 8.6
HOMO, eV: -13.4
Net charge: +1
Spin multiplicity: 1
LUMO, eV: -4.802
Relative energy (zero: lowest compared OMol25 entry of this formula, charge and spin), kJ/mol: 227.55



Formula: C3H4BrNO
Source: OMol25
Level of theory: ωB97M-V with the def2-TZVPD basis set

Geometry (Å):
C (-0.828, 1.258, -0.049)
C (-1.531, 0.166, -0.021)
C (1.092, -1.176, -0.254)
N (1.367, -0.021, 0.286)
O (0.701, 1.086, -0.086)
Br (-3.246, -0.419, 0.069)
H (-0.957, 2.398, 0.010)
H (0.950, -2.154, 0.197)
H (0.658, -1.165, -1.301)
H (1.794, 0.027, 1.148)

Properties
Largest force on an atom, eV/Å: 4.10
Orbital gap (spin up / spin down), eV: 7.3 / 6.3
HOMO (spin up / spin down), eV: -7.6 / -7.1
Net charge: 0
Spin multiplicity: 1
LUMO (spin up / spin down), eV: -0.264 / -0.749
Relative energy (zero: lowest compared OMol25 entry of this formula, charge and spin), kJ/mol: 639.07



Formula: C4H5N3
Source: OMol25
Level of theory: ωB97M-V with the def2-TZVPD basis set

Geometry (Å):
C (-1.594, 0.669, 0.691)
C (-1.773, -0.624, 0.165)
C (-0.227, 0.616, -0.949)
C (2.401, -0.504, 0.333)
N (-0.657, 1.418, -0.016)
N (2.953, 0.489, 0.077)
N (-0.784, -0.615, -0.820)
H (-2.256, 1.070, 1.371)
H (-2.277, -1.500, 0.465)
H (0.588, 0.892, -1.521)
H (3.334, 1.275, -0.341)
H (-0.714, -1.227, -1.596)

Properties
Largest force on an atom, eV/Å: 4.38
Orbital gap, eV: 9.8
HOMO, eV: -8.8
Net charge: 0
Spin multiplicity: 1
LUMO, eV: 1.050
Relative energy (zero: lowest compared OMol25 entry of this formula, charge and spin), kJ/mol: 243.09